No. 1
Here is a cluster of 2 separate species, C19H34F2N3O3Si2 in total in a non-equilibrium geometry from the OMol25 dataset. Energies are from ωB97M-V/def2-TZVPD.

## Properties
- Energy above the lowest of the compared OMol25 structures with the same formula, charge and spin: 1330.4 kJ/mol
- E_LUMO: -5.4515 eV
- Total charge: +1
- Highest occupied orbital energy: -11.8 eV
- Gap between HOMO and LUMO: 0.23150 Eh
- E_tot: -52041.3363 eV
- M: 446.67 g/mol

Geometry (Å):
C: 1.41785 -1.56377 -2.20583
C: -0.22032 -1.77768 -2.27305
C: -0.87818 -1.44586 -3.74101
C: -2.51797 -1.68009 -3.81228
C: -3.25012 -1.00083 -2.47565
N: -2.79980 0.41425 -2.13410
C: -3.43097 1.14594 -0.95904
C: -2.89426 2.71064 -0.71193
C: -3.65595 3.61579 -1.89428
N: -5.04899 3.65362 -1.98124
C: -4.56911 0.45888 0.01776
C: -5.06404 -1.06508 -0.33726
C: -4.39830 -1.83987 -1.61885
N: -4.74918 -3.22009 -2.12710
C: -5.12839 -4.18031 -1.02215
O: -4.35562 -5.28766 -0.87770
F: -6.29014 -4.07064 -0.11039
C: -5.75066 -3.19757 -3.26008
O: -7.02092 -2.83193 -2.99625
F: -5.30514 -3.54658 -4.66083
H: 1.62942 -0.44166 -2.52737
H: 1.78797 -1.64356 -1.08243
H: 1.99716 -2.29510 -2.91785
H: -0.49902 -2.89769 -2.01039
H: -0.66825 -1.11917 -1.39079
H: -0.38998 -2.21467 -4.51245
H: -0.56911 -0.36315 -4.12107
H: -2.93637 -1.04875 -4.73324
H: -2.78986 -2.81979 -3.91125
H: -2.06401 0.91355 -2.70123
H: -3.18126 3.08368 0.36261
H: -1.71480 2.67658 -0.87861
H: -3.08008 4.22199 -2.72139
H: -5.48188 3.06828 -1.23297
H: -4.97020 1.11582 0.91588
H: -5.89457 -1.57691 0.30870
O: 3.47829 1.58502 2.34383
Si: 2.50823 0.21614 2.39415
C: 2.26945 -0.35123 4.17159
C: 3.30209 -1.18332 1.41972
C: 0.81291 0.55021 1.65651
Si: 5.02976 2.05352 2.78075
C: 5.34681 3.85460 2.34985
C: 6.30768 1.00418 1.88176
C: 5.28148 1.84398 4.63327
H: 3.21918 -0.68088 4.60391
H: 1.56655 -1.18732 4.21729
H: 1.87618 0.46420 4.78541
H: 3.51856 -0.86312 0.39637
H: 2.63391 -2.04882 1.37494
H: 4.23854 -1.49919 1.88780
H: 0.89751 0.85424 0.60945
H: 0.29855 1.34243 2.20762
H: 0.19433 -0.35258 1.70039
H: 5.23977 4.02183 1.27443
H: 6.36299 4.14082 2.64007
H: 4.64532 4.50942 2.87434
H: 6.24522 -0.03915 2.20066
H: 7.31698 1.36574 2.09208
H: 6.14426 1.04623 0.80074
H: 5.22826 0.78833 4.91450
H: 4.51205 2.38765 5.18930
H: 6.26023 2.22643 4.93435

Cartesian forces (eV/Å) of the 6 atoms listed first:
-0.567 0.803 0.041
0.124 -0.382 0.543
0.656 -0.497 -0.107
0.003 1.333 0.569
-0.780 -0.238 0.971
-4.239 -2.377 3.240


No. 2
Here is an isolated molecule of C18H20N2O2S from the OMol25 dataset. Energies are from ωB97M-V/def2-TZVPD.

## Properties
- Energy above the lowest of the compared OMol25 structures with the same formula, charge and spin: 81.1 kJ/mol
- E_LUMO: 0.3574 eV
- Highest occupied orbital energy: -8.1 eV
- Gap between HOMO and LUMO: 0.30959 Eh
- SMILES string: CC(=O)c1ccc(N2CCN(C(=O)Cc3cccs3)CC2)cc1
- E_tot: -36901.2697 eV
- M: 328.44 g/mol

Geometry (Å):
C: 7.32081 1.44954 0.42451
C: 6.49967 1.07948 -0.79090
O: 7.01745 0.94851 -1.88198
C: 5.05207 0.88997 -0.59286
C: 4.26265 0.60434 -1.71087
C: 2.90493 0.42327 -1.60981
C: 2.25998 0.51326 -0.36586
N: 0.91076 0.32641 -0.24178
C: 0.11404 -0.22897 -1.31047
C: -1.12874 -0.91921 -0.74932
N: -1.94416 0.02692 -0.02019
C: -3.23168 -0.17382 0.35667
O: -3.83423 0.63995 1.02380
C: -3.86229 -1.48041 -0.12989
C: -5.23170 -1.64169 0.43356
C: -6.41439 -1.22672 -0.09148
C: -7.51933 -1.50573 0.74475
C: -7.15831 -2.12471 1.89511
S: -5.46055 -2.37626 1.98480
C: -1.24359 1.19455 0.47863
C: 0.17023 0.81566 0.90251
C: 3.05467 0.79173 0.75818
C: 4.41308 0.97878 0.64525
H: 8.35779 1.58161 0.12654
H: 6.95074 2.37426 0.86144
H: 7.26097 0.66030 1.17079
H: 4.75093 0.54091 -2.67197
H: 2.33732 0.23393 -2.50681
H: 0.70441 -0.97813 -1.84386
H: -0.19398 0.54388 -2.03031
H: -1.69521 -1.34229 -1.58297
H: -0.81491 -1.74364 -0.09344
H: -3.22809 -2.31629 0.17290
H: -3.91712 -1.45582 -1.22151
H: -6.49824 -0.73671 -1.04527
H: -8.53462 -1.25388 0.49567
H: -7.78045 -2.45071 2.70463
H: -1.20617 1.97327 -0.29228
H: -1.81358 1.58116 1.32648
H: 0.12142 0.05497 1.69500
H: 0.66411 1.70341 1.30515
H: 2.60419 0.84039 1.73697
H: 4.97911 1.18452 1.54048

Cartesian forces (eV/Å) of the 6 atoms listed first:
0.195 -0.014 -0.262
0.369 0.078 0.135
-0.035 0.018 0.088
-0.531 -0.128 -0.207
0.211 0.047 0.175
-0.129 -0.057 -0.057


No. 3
Here is a cluster of 2 separate species, C3H3BrCl2 in total in a non-equilibrium geometry from the OMol25 dataset. Energies are from ωB97M-V/def2-TZVPD.

## Properties
- Energy above the lowest of the compared OMol25 structures with the same formula, charge and spin: 413.2 kJ/mol
- E_LUMO (alpha / beta): -0.6173 / -1.7430 eV
- Highest occupied orbital energy (alpha / beta): -9.8 / -8.9 eV
- Gap between HOMO and LUMO (alpha / beta): 0.33841 / 0.26213 Eh
- E_tot: -98241.6641 eV
- M: 189.87 g/mol

Geometry (Å):
C: 1.97643 -0.96229 -0.00838
C: 1.73084 0.16984 0.53965
C: -0.81355 -0.30042 1.83488
Cl: 3.56619 -1.82112 -0.28053
Cl: 2.82599 1.36180 0.97472
Br: -1.34676 -1.32012 0.36799
H: 1.05228 -1.51875 -0.36461
H: -0.95906 0.68840 1.71049
H: -0.08934 -0.75168 2.37191

Cartesian forces (eV/Å) of the 6 atoms listed first:
-0.947 -3.069 -1.464
1.249 1.354 0.528
-1.064 -1.827 -2.317
-1.585 1.177 0.281
-0.283 0.286 0.367
-0.580 -0.085 0.176


No. 4
Here is a cluster of 2 separate species, C5H11O2S in total in a non-equilibrium geometry from the OMol25 dataset. Energies are from ωB97M-V/def2-TZVPD.

## Properties
- Energy above the lowest of the compared OMol25 structures with the same formula, charge and spin: 88.1 kJ/mol
- E_LUMO: 3.0431 eV
- Total charge: -1
- Highest occupied orbital energy: -3.9 eV
- Gap between HOMO and LUMO: 0.25421 Eh
- E_tot: -20294.5261 eV
- M: 135.21 g/mol

Geometry (Å):
C: 1.18361 -1.83475 -0.22947
C: -0.29296 -1.49399 -0.55024
C: 1.65013 -0.43751 2.11773
S: 1.28367 -2.16334 1.56564
H: 1.49829 -2.78197 -0.66866
H: 1.85977 -1.02337 -0.54162
H: -0.39596 -0.56386 -1.09766
H: -0.88388 -1.33212 0.35672
H: 1.45562 0.34411 1.37453
H: 0.98923 0.06570 2.84384
H: 2.64447 -0.43570 2.57381
H: -0.84155 -2.28286 -1.04869
C: -2.03185 1.73463 -1.15685
C: -0.72556 2.41443 -0.69035
O: -0.49098 2.41267 0.55858
O: 0.10127 2.75949 -1.55838
H: -2.85357 1.82520 -0.43799
H: -1.75247 0.69418 -1.28466
H: -2.39727 2.09907 -2.12627

Cartesian forces (eV/Å) of the 6 atoms listed first:
-1.015 -0.139 0.415
-0.116 0.364 0.226
-0.480 0.629 0.726
0.613 1.234 0.209
0.003 0.163 -0.289
-0.172 -0.437 0.318


Which of these has the lowest M?
C5H11O2S


Number 2 is which compound?
C18H20N2O2S


Which of these has the highest E_tot?
C5H11O2S